(1)
Molecular formula: C2H6F2N2O2
Method: DFT, ωB97M-V/def2-TZVPD

The calculation puts the HOMO energy at -9.6 eV. As for the net charge: 0. The relative energy (zero: lowest compared OMol25 entry of this formula, charge and spin) comes out at 70.4 kcal/mol.

```
14
Properties=species:S:1:pos:R:3:forces:R:3:nbo_charge:R:1
C 2.679438 -2.779350 -0.199900 1.63 1.17 1.56 0.951
C -0.295315 3.225286 -0.307375 0.55 -0.08 -0.94 0.541
N 2.960735 -1.478886 -0.393035 -0.06 0.45 -3.95 -0.859
N -1.493334 3.130937 2.057571 0.61 2.18 -0.47 -1.029
O 2.669899 -3.659641 -0.958743 -0.79 -1.84 -2.40 -0.582
O -0.106165 4.386907 -0.836239 1.47 -0.17 0.84 -0.663
F 2.583249 -3.014046 1.080794 -0.58 -0.40 2.34 -0.331
F -1.476153 2.744787 -0.684132 -0.28 0.11 -0.72 -0.357
H 3.516196 -0.934983 0.244570 -0.14 -0.14 0.10 0.416
H 3.155566 -1.425517 -1.445789 -0.07 0.76 2.35 0.406
H -2.308605 3.026781 1.516053 -1.57 -0.06 -0.47 0.341
H -1.324051 2.227707 2.412239 0.88 -1.16 0.30 0.357
H -0.812479 3.417963 1.307121 -0.26 -0.90 2.23 0.314
H -0.740750 4.807853 -1.402447 -1.39 0.08 -0.76 0.496
```
Forces are in eV/Å.

---

(2)
Molecular formula: C2H6FFeO2
Method: DFT, ωB97M-V/def2-TZVPD

The calculation puts the HOMO energy (alpha / beta) at -20.3 / -20.3 eV. As for the multiplicity: 6. As for the expectation value of S²: 8.7640. As for the net charge: +2. The relative energy (zero: lowest compared OMol25 entry of this formula, charge and spin) comes out at 0.0 kcal/mol.

```
12
Properties=species:S:1:pos:R:3:forces:R:3:nbo_charge:R:1
F -0.606793 1.865552 -0.195750 -1.27 -0.08 -0.87 -0.546
Fe -2.134533 1.013636 -0.692477 0.29 -0.25 -0.54 1.952
O -1.661965 -0.337736 -1.802197 -0.01 1.44 1.38 -0.715
H -2.186589 -0.738497 -2.495127 -0.55 -0.87 -0.97 0.539
C 0.653083 -1.002482 1.283423 -0.30 -1.38 0.03 -0.278
O 0.674050 0.410392 1.082207 0.39 1.42 -1.75 -0.407
C 0.820587 0.899496 -0.132898 3.33 -0.88 3.11 0.318
H 1.406939 -1.474376 0.640329 -0.18 0.02 0.41 0.224
H 0.838556 -1.166576 2.347912 0.22 0.09 -0.32 0.266
H -0.341280 -1.413132 1.071484 0.08 0.08 -0.10 0.181
H 1.506315 1.748821 -0.162781 -0.75 0.42 -0.03 0.243
H 1.031631 0.194901 -0.944125 -1.25 -0.01 -0.34 0.222
```
Forces are in eV/Å.

---

(3)
Molecular formula: C2H6FN
Method: DFT, ωB97M-V/def2-TZVPD

The calculation puts the HOMO energy at -8.9 eV. As for the net charge: 0. The relative energy (zero: lowest compared OMol25 entry of this formula, charge and spin) comes out at 121.6 kcal/mol.

```
10
Properties=species:S:1:pos:R:3:forces:R:3:nbo_charge:R:1
C -0.468830 0.606033 0.115167 -2.40 0.14 -1.27 -0.318
C 1.041054 0.272773 -0.212695 2.01 2.20 0.97 -0.009
H -0.173020 -1.467252 -0.238233 -5.43 1.95 -0.36 0.425
H -2.007624 -1.226187 0.623621 3.21 2.26 -3.43 0.340
H -0.538572 0.894083 1.251504 -0.06 -0.53 -2.32 0.205
H -0.986467 1.470756 -0.624008 1.82 -2.15 2.31 0.218
H 1.802541 0.737062 0.741602 -2.20 -1.27 -3.31 0.201
H 1.560537 0.600167 -1.407479 -1.89 -1.53 3.90 0.219
N -1.275259 -0.749653 -0.323716 1.56 -1.74 3.95 -0.923
F 1.045640 -1.137779 0.074238 3.38 0.66 -0.44 -0.358
```
Forces are in eV/Å.

---

(4)
Molecular formula: C2H6FN
Method: DFT, ωB97M-V/def2-TZVPD

The calculation puts the HOMO energy (alpha / beta) at -10.6 / -10.4 eV. As for the net charge: 0. The relative energy (zero: lowest compared OMol25 entry of this formula, charge and spin) comes out at 83.7 kcal/mol.

```
10
Properties=species:S:1:pos:R:3:forces:R:3:nbo_charge:R:1
C -0.006503 1.124539 0.050951 -0.37 0.75 0.41 -0.501
C 0.340841 -1.247795 0.011269 0.16 -0.72 0.63 -0.477
N 0.625754 0.012407 -0.529602 2.87 0.23 -0.29 0.045
F 2.524749 0.207243 0.098446 -2.73 -0.24 -0.61 -0.475
H 0.734358 1.741917 0.565053 0.13 -0.10 -0.05 0.292
H -0.407830 1.744627 -0.756564 -0.04 -0.02 0.10 0.231
H -0.781989 0.861124 0.781205 0.08 -0.05 -0.06 0.192
H 1.188579 -1.912342 -0.159265 -0.11 0.05 -0.03 0.260
H 0.051985 -1.241582 1.070082 0.05 0.00 -0.08 0.187
H -0.496198 -1.640982 -0.583446 -0.03 0.09 -0.03 0.246
```
Forces are in eV/Å.

---

(5)
Molecular formula: C2H6FNO4PS3
Method: DFT, ωB97M-V/def2-TZVPD

The calculation puts the HOMO energy at -5.5 eV. As for the net charge: -1.

```
18
Properties=species:S:1:pos:R:3:forces:R:3:nbo_charge:R:1
C -0.035806 -1.696005 1.007938 0.24 -0.16 -0.21 -0.687
C -1.404008 -1.032897 0.626101 0.58 -1.31 0.74 -0.025
F -1.902107 -1.580207 -0.571286 0.58 0.61 0.61 -0.361
S -1.339882 0.842014 0.556917 -3.30 4.37 0.77 2.095
O -1.692277 1.361680 -0.799925 1.84 -1.99 1.60 -0.931
O -2.434752 1.260099 1.502485 2.60 -1.64 -1.00 -0.958
N 0.099478 1.426197 1.199713 -0.61 -1.47 -3.07 -1.074
S 1.304353 1.605339 0.020294 3.20 3.24 3.80 1.884
O 1.447579 2.984278 -0.520719 -1.48 -2.78 0.41 -0.885
O 2.611434 1.248662 0.693779 -2.60 -0.55 -1.34 -0.971
P 1.148063 0.249957 -1.664083 -0.26 0.73 -3.40 0.502
S 1.104239 1.354192 -3.296644 0.14 -0.45 0.42 -0.578
H -0.196492 -2.591578 1.666506 0.02 0.72 -0.82 0.219
H 0.509695 -2.007002 0.075898 -0.60 0.12 0.85 0.216
H 0.656803 -1.018082 1.562569 -0.80 -0.25 -0.43 0.270
H -2.156085 -1.317049 1.405695 0.53 0.86 -0.67 0.212
H 2.324930 -0.564908 -1.789397 -0.73 0.06 1.01 0.029
H -0.045167 -0.524689 -1.675840 0.65 -0.10 0.72 0.041
```
Forces are in eV/Å.

---

(6)
Molecular formula: C2H6FNS
Method: DFT, ωB97M-V/def2-TZVPD

The calculation puts the HOMO energy at -9.2 eV. As for the net charge: 0. The relative energy (zero: lowest compared OMol25 entry of this formula, charge and spin) comes out at 94.7 kcal/mol.

```
11
Properties=species:S:1:pos:R:3:forces:R:3:nbo_charge:R:1
C -0.030462 -0.587395 -0.267657 -4.83 3.31 -0.52 -0.189
C 0.685942 0.630935 0.281225 0.02 0.83 -4.19 -0.555
N -1.950161 -0.375463 0.111716 2.32 0.52 -0.02 -0.246
F -2.222549 1.031759 -0.069851 0.35 -0.41 0.11 -0.313
S 2.470703 0.441095 -0.064928 0.55 -1.69 1.45 -0.033
H 0.050413 -1.400816 0.331047 0.55 -2.70 1.32 0.192
H -0.341214 -0.718943 -1.303594 1.50 0.06 0.02 0.223
H 0.470926 1.562090 -0.436507 0.05 -1.81 2.13 0.248
H 0.532074 0.767429 1.312910 -0.48 0.50 1.04 0.236
H -2.420741 -0.700937 -0.740868 0.45 -0.22 0.03 0.308
H 2.755068 -0.649755 0.846505 -0.49 1.61 -1.35 0.130
```
Forces are in eV/Å.

---

(7)
Molecular formula: C2H6FO2P
Method: DFT, ωB97M-V/def2-TZVPD

The calculation puts the HOMO energy at -10.1 eV. The SMILES is CCOP(O)F. As for the net charge: 0. The relative energy (zero: lowest compared OMol25 entry of this formula, charge and spin) comes out at 22.0 kcal/mol.

```
12
Properties=species:S:1:pos:R:3:forces:R:3:nbo_charge:R:1
C -0.153653 -0.511362 1.407910 0.30 -0.63 -2.23 -0.639
C -1.044856 -0.283637 0.187845 0.80 -0.58 1.44 -0.063
O -0.748883 0.972525 -0.474759 -3.39 -1.37 3.44 -0.848
P 0.334516 1.349063 -1.398561 6.23 0.23 -2.42 1.644
O 0.790938 -0.194916 -1.910671 -1.12 1.11 0.51 -1.012
F 1.795319 1.478205 -0.403388 -2.09 0.06 -1.01 -0.641
H -0.193301 -1.403689 2.011878 -0.40 -0.58 -0.50 0.225
H 0.800598 -0.329233 1.002888 1.73 -0.46 -0.11 0.228
H -0.279287 0.271968 2.013634 -0.69 3.06 2.78 0.204
H -2.035965 -0.148158 0.551330 -1.04 -0.45 -0.54 0.195
H -0.771976 -1.090641 -0.458963 -0.94 -0.33 -0.87 0.211
H 1.506550 -0.110125 -2.529143 0.62 -0.07 -0.49 0.495
```
Forces are in eV/Å.

---

(8)
Molecular formula: C2H6GdO3
Method: DFT, ωB97M-V/def2-TZVPD

The calculation puts the HOMO energy (alpha / beta) at -7.6 / -8.1 eV. As for the multiplicity: 9. As for the expectation value of S²: 20.0520. As for the net charge: 0.

```
12
Properties=species:S:1:pos:R:3:forces:R:3:lowdin_charge:R:1
O -0.696083 3.500528 0.051254 1.37 0.32 1.09 -0.524
C -0.827847 2.424322 -0.814058 0.47 -0.62 -0.44 -0.574
H -0.860965 2.759783 -1.877436 0.11 -0.08 0.44 0.095
H -1.797909 1.905386 -0.618225 0.71 -0.14 0.03 0.099
Gd 1.250466 2.875162 0.931194 -2.61 -0.70 -2.30 1.466
O 0.332779 1.567166 -0.641587 0.07 1.23 1.21 -0.551
H 0.083582 -1.482501 -1.041123 -3.11 0.49 0.17 0.132
C -1.349778 -1.855957 0.285079 0.00 -0.33 0.73 -0.207
O -0.944694 -1.374508 -0.967358 3.01 -0.33 -0.55 -0.159
H -1.550431 -2.943513 0.267130 0.01 0.30 0.00 0.071
H -0.593358 -1.675299 1.071255 -0.28 0.02 -0.22 0.073
H -2.272129 -1.337294 0.584662 0.25 -0.13 -0.17 0.078
```
Forces are in eV/Å.